1.
This record from the OMol25 dataset describes a 11-piece molecular cluster, C23H47B7F28N7O overall. The level of theory is ωB97M-V with the def2-TZVPD basis set.

```
113
Properties=species:S:1:pos:R:3:forces:R:3:mulliken_charge:R:1
C 1.422881 -5.150923 0.633906 1.2080 -0.7752 -1.5945 -0.45
C 0.026111 -5.770463 0.558466 0.7505 -0.0256 1.7255 -0.80
N -0.992749 -4.793063 0.402426 -3.1975 2.9906 -2.3795 0.37
C -1.746499 -4.186973 1.416326 0.5399 -1.0753 -0.5834 -0.49
C -2.772349 -3.477793 0.842586 1.3812 0.1698 -0.0154 -0.94
N -2.547919 -3.484723 -0.507394 2.4775 -2.7226 -0.2023 0.32
C -1.483679 -4.354543 -0.809444 -1.2402 1.4330 3.0038 -0.13
C -3.318679 -2.688563 -1.418344 -0.2297 0.3487 -1.0306 -0.93
H 1.571221 -4.127033 0.977036 -0.7969 -0.0684 -0.0221 0.03
H 1.807451 -5.245803 -0.381574 0.1700 0.7480 -0.1626 0.20
H 2.193171 -5.708143 1.167076 -0.5866 -0.4574 0.5371 0.39
H -0.220029 -6.212713 1.523836 0.0408 -0.5354 -0.1151 0.30
H -0.168239 -6.480643 -0.245254 0.6751 -0.2019 0.1594 0.46
H -1.348479 -4.403693 2.396636 -0.7630 0.3541 0.2621 0.46
H -3.587039 -2.868823 1.205676 0.2496 -0.1040 0.4185 0.79
H -1.049469 -4.604913 -1.766094 -0.1817 0.2586 -0.0461 0.42
H -4.282199 -3.172163 -1.579174 -0.0331 0.2049 -0.0742 0.34
H -2.772509 -2.587623 -2.356214 -0.1082 -0.0116 -0.0409 0.42
H -3.442859 -1.676283 -1.033664 -0.1196 -0.1728 0.0894 0.24
C -7.033959 2.780027 -1.599134 -0.8805 -0.5877 0.7025 -1.21
C -6.335479 1.596247 -0.865874 0.7560 2.0474 0.1993 -0.20
N -5.385699 2.129657 0.202556 -0.7489 0.6838 1.0374 0.48
C -4.012829 2.183047 0.083216 -0.5675 -0.0542 1.0037 -0.43
C -3.492569 2.705547 1.287946 -0.5068 0.0151 -2.3797 -0.90
N -4.552119 3.057347 2.039556 -3.9850 -0.6852 -0.4747 0.26
C -5.751199 2.693497 1.382916 3.3018 -0.0059 0.3808 -0.23
C -4.541779 3.584057 3.427356 0.1814 -0.3117 -0.6905 -0.79
H -6.495159 3.447957 -2.271194 0.5130 -0.5262 0.1476 0.32
H -7.551189 3.406437 -0.872364 0.1773 0.1739 0.2597 0.33
H -7.870999 2.328127 -2.131344 0.1017 -0.0325 -0.4554 0.42
H -5.744579 1.027047 -1.583484 0.0795 -0.2367 0.3609 0.04
H -7.100139 1.007017 -0.359704 0.3309 -0.1555 -0.0518 0.35
H -3.715119 1.813077 -0.886784 1.2264 0.0745 0.1776 0.63
H -2.507389 3.048687 1.567396 0.1170 -0.4809 -0.0522 0.62
H -6.721629 2.818267 1.840196 0.1315 -0.2135 -0.2848 0.37
H -3.875389 4.446597 3.420886 0.1703 -0.3074 0.4365 0.34
H -4.260459 2.765587 4.089976 0.4478 0.2473 -0.0505 0.31
H -5.537369 3.902777 3.736116 -0.0782 0.0026 -0.4346 0.29
C 6.708331 -1.067963 -0.681204 0.4985 0.6166 -0.3253 -1.39
C 5.984101 -1.059723 0.657066 -2.1645 0.2131 -1.0601 0.00
N 5.398741 0.300037 0.989326 -0.7809 1.1700 0.9165 0.19
C 5.107091 1.321957 0.058506 -1.1052 1.8069 4.0468 -0.49
C 4.498481 2.389987 0.872006 2.1152 -2.9180 -1.1150 -0.58
N 4.460741 1.935907 2.179706 0.7057 -3.0436 -1.1686 0.34
C 4.903381 0.628667 2.243456 0.9532 1.7099 -2.7462 -0.36
C 4.001561 2.704257 3.314136 -0.1461 1.1847 -0.5782 -0.96
H 6.099101 -0.837273 -1.555114 -0.6086 0.2169 0.3876 0.26
H 7.095481 -2.035143 -1.001804 0.1239 -0.1604 0.7470 0.40
H 7.508341 -0.327623 -0.679684 0.3423 -0.1144 0.0066 0.41
H 6.498651 -1.484673 1.518906 0.0161 0.3535 -0.1467 0.50
H 5.040971 -1.581053 0.493316 0.3248 -0.8679 0.2563 0.14
H 5.319861 1.219177 -0.995324 -0.0833 0.2178 0.2299 0.50
H 4.263181 3.427417 0.685536 -0.2739 -0.3121 -0.4534 0.53
H 4.916561 -0.045813 3.086846 -0.1704 0.1319 0.0346 0.39
H 3.608631 2.067297 4.106596 -0.0397 0.2299 -0.1999 0.38
H 3.278601 3.403857 2.894626 -0.6545 -0.3793 0.5416 0.34
H 4.806401 3.375397 3.613976 0.2643 -0.4008 0.5053 0.32
C -0.816509 -0.492353 -0.296104 1.6334 0.1537 1.6200 -0.61
N 0.699241 -0.057293 -0.299854 0.3197 -3.6530 1.7512 0.42
C 0.905581 0.956607 0.781296 -0.6879 0.6957 -1.8471 -0.60
C 1.497881 -1.305313 0.186506 -0.5756 -0.2924 -1.1758 0.34
C 1.034141 0.207807 -1.758004 0.3259 0.7194 1.1567 0.34
C 2.413061 0.884887 -2.001324 -2.3196 1.1418 0.7451 -0.02
O 2.292291 2.314797 -1.740024 1.5362 -1.4637 0.6018 -0.34
H -0.986409 -1.327973 -0.975044 0.2989 0.4660 -0.1647 0.06
H -1.502819 0.341287 -0.444844 0.4330 0.1039 -0.4678 0.07
H -0.922499 -0.802653 0.743406 -0.4563 -0.2702 -0.0329 0.60
H 0.398191 1.785527 0.287786 0.2123 0.8123 0.9787 0.34
H 1.969421 1.156207 0.909806 -0.1714 0.0008 -0.1183 -0.38
H 0.432111 0.615857 1.702066 0.0281 0.1337 -0.1220 0.63
H 1.105601 -2.132763 -0.404724 -0.1929 -0.1804 0.3744 -0.09
H 1.481981 -1.487443 1.261066 -0.5255 0.3369 -0.0161 0.51
H 2.541201 -1.337853 -0.127354 0.0385 0.8926 -0.1510 -0.51
H 0.147971 0.816637 -1.937284 0.5734 0.2921 -1.6025 0.16
H 0.981401 -0.793173 -2.186204 -0.1517 0.2812 -0.4247 0.25
H 2.722901 0.520847 -2.980904 0.2246 0.7454 -0.2281 0.23
H 3.112821 0.566397 -1.228674 0.0497 -0.3199 -0.1711 -0.70
H 1.699971 2.831307 -2.291364 -0.6705 -0.3120 -0.9849 0.41
B 3.289081 -3.337323 -2.369874 -0.0118 -0.7736 -2.6089 -0.12
F 3.250311 -3.485423 -3.755884 0.4934 0.6579 -1.2510 -0.38
F 3.949511 -4.435603 -1.936154 1.5393 -1.8492 1.7476 -0.43
F 3.916331 -2.187733 -1.971614 0.3964 1.3350 0.7165 -0.06
F 1.982581 -3.437903 -2.010954 -2.4125 0.4741 1.6305 -0.01
B -4.359279 -0.810123 2.401716 -1.4141 0.9461 1.3531 0.33
F -4.837039 0.330567 3.081936 -0.3983 0.6412 0.5464 -0.37
F -4.913629 -0.719113 1.129406 0.1226 -0.5746 -1.1881 -0.32
F -3.005819 -0.760273 2.442096 1.2776 -0.5605 -0.5494 -0.19
F -4.876629 -1.945753 3.067706 0.2400 -0.4275 -0.3021 -0.37
B -2.546639 0.389337 -3.333884 0.0315 1.2866 -2.8838 0.32
F -2.956819 0.420367 -4.683644 -0.6888 -0.3504 -0.2382 -0.36
F -1.467039 -0.448023 -3.282094 0.3116 -1.6150 1.1801 -0.22
F -2.155299 1.649997 -3.004704 0.2252 1.2433 1.2640 -0.33
F -3.683009 0.070547 -2.571244 -0.6371 -0.9163 1.2174 -0.41
B 0.113861 4.830747 -3.027594 -0.6958 0.8689 -2.9747 0.15
F 1.379121 5.275457 -2.914404 3.0159 0.5609 1.0932 -0.43
F -0.691279 5.506217 -2.182124 -1.5580 0.7996 2.1090 -0.39
F -0.260389 5.173377 -4.340424 -0.7668 0.7101 -1.2768 -0.45
F 0.015301 3.495557 -2.988384 0.1359 -2.5383 1.3844 0.02
B 3.180141 -2.531153 3.696996 0.5904 0.7599 1.5615 0.27
F 2.636321 -1.197543 3.749136 0.9444 -0.4120 0.3292 -0.36
F 3.426511 -3.102043 5.016206 -0.2813 0.8289 -1.0238 -0.38
F 2.281701 -3.266533 3.026436 -1.4311 -1.4915 -0.9399 -0.13
F 4.403221 -2.547843 2.996046 0.4265 0.5205 -0.0315 -0.37
B 1.383671 0.867137 -5.936794 0.4660 -0.8780 -0.2500 0.37
F 1.262061 1.609557 -7.080054 -0.4948 1.2880 -1.3803 -0.38
F 1.341491 1.647627 -4.809314 0.4293 0.5082 0.9070 -0.22
F 0.402531 -0.093253 -5.869124 -1.0119 -0.8597 0.0312 -0.40
F 2.618911 0.186127 -6.095414 0.9270 -0.2390 0.5678 -0.46
B -0.095559 3.085587 4.156736 -0.8672 -0.1080 0.2223 0.45
F 0.330761 2.925937 5.430196 1.8076 -0.7936 2.0366 -0.35
F -0.702729 1.848277 3.769636 0.5643 0.8231 -0.8428 -0.23
F -1.074399 4.072097 4.326096 -1.1466 0.8231 -1.2445 -0.41
F 0.953271 3.578977 3.337176 -0.3716 -0.6316 -0.2728 -0.38
```
Forces are in eV/Å.

Computed properties:
lowest unoccupied orbital energy = 4.67 eV
charge = -3
multiplicity = 1
E = -117958.75561 eV

2.
This record from the OMol25 dataset describes C23H47BBe2ClILiMgNO9P as an isolated structure. The level of theory is ωB97M-V with the def2-TZVPD basis set.

```
88
Properties=species:S:1:pos:R:3:forces:R:3:mulliken_charge:R:1
C 5.352106 -2.479765 2.088767 -0.0313 0.3093 -1.3172 -1.51
C 5.067422 -1.601027 0.806752 0.6296 -0.2671 0.9039 0.96
C 6.417694 -1.270620 0.067662 0.6180 0.6284 0.8624 -0.72
B 6.765824 0.293681 0.286457 -1.8554 -1.1105 -2.2137 0.09
I 8.653426 0.869751 1.337180 0.0472 0.2691 0.9220 0.45
C 5.745771 1.376022 -0.278360 1.2030 1.2326 0.9798 0.31
C 5.986105 2.857826 0.190047 -0.9963 0.0423 -0.2275 -0.98
C 4.689585 3.677204 -0.206366 0.6827 -0.4162 0.5261 -0.52
C 3.841376 4.113781 1.037027 -0.2210 0.1734 -0.4824 -0.85
C 2.291002 3.842220 0.874282 1.3582 0.8269 0.8394 0.20
C 1.816797 2.766754 1.895683 -0.2333 0.3764 -0.4184 -0.87
C 0.317718 2.314445 1.738483 0.5590 0.2628 0.4135 -0.17
C -0.291250 2.575996 0.336150 -1.0313 0.2607 1.0951 0.80
C -1.611434 1.810635 0.044169 0.9917 -0.8851 -0.4698 -1.22
C -1.617499 0.352442 0.551851 -1.0759 0.3327 0.0017 -0.25
O -0.588122 -0.450326 -0.041648 -0.3669 0.1666 0.3462 -0.21
C -1.144430 -1.749404 -0.196568 -0.3162 -1.3016 -0.5250 -0.78
H 4.388798 -2.954368 2.398383 0.8271 -0.1829 -0.0057 0.33
H 6.091434 -3.244245 1.788290 -0.5382 0.0565 0.5413 0.44
H 5.770931 -1.854996 2.909810 -0.0822 -0.5216 -0.4102 0.38
H 4.357239 -2.123075 0.143989 0.3146 0.3332 0.2875 0.36
H 4.598063 -0.663294 1.188485 -0.0162 -0.4769 -0.6577 -0.73
H 6.317128 -1.493566 -1.016326 0.0677 0.3537 0.5127 0.28
H 7.254343 -1.881751 0.459686 -0.5670 0.0174 -0.2994 0.34
H 5.707997 1.395370 -1.390484 0.1801 -0.3935 0.5231 0.26
H 4.708135 1.117699 0.041502 0.5874 -0.1753 -0.1567 -0.37
H 6.119291 2.913385 1.292666 -0.0719 -0.1333 -0.6025 0.40
H 6.894602 3.307157 -0.249056 -0.3844 -0.3741 0.0222 0.37
H 4.061752 3.010417 -0.845704 0.3652 0.3977 0.2209 0.10
H 4.997042 4.519560 -0.850115 -0.4144 -0.1689 0.4062 0.55
H 4.007309 5.198493 1.180530 -0.1825 -0.5076 0.0308 0.37
H 4.206042 3.631088 1.969662 -0.1374 0.0950 -0.6065 0.47
H 1.793471 4.832535 1.037079 -0.3056 -1.0888 -0.4107 0.03
H 2.130297 3.579198 -0.201999 -0.1878 0.2026 0.3911 0.17
H 1.955090 3.192031 2.909645 0.0501 -0.2501 -0.5091 0.45
H 2.525277 1.901021 1.846158 -0.4542 0.3091 0.0270 -0.06
H 0.256502 1.263160 2.074447 -0.1280 0.3883 -0.4062 0.27
H -0.261237 2.901210 2.480539 0.1231 -0.3389 -0.5173 0.35
H 0.424183 2.403217 -0.506394 -0.1745 -0.0690 0.0006 0.04
H -0.530741 3.661484 0.293490 0.6318 -0.4912 -0.3841 -0.73
H -1.706997 1.758310 -1.061097 -0.2488 0.1818 0.6010 0.43
H -2.488546 2.341185 0.451525 0.4147 -0.1891 -0.0768 0.30
H -1.601402 0.282754 1.661207 0.1755 0.0266 -0.5865 0.28
H -2.592563 -0.093245 0.254551 0.4045 0.4048 0.1491 0.23
H -1.653944 -2.110599 0.723427 0.2795 0.3946 -0.3455 0.25
H -0.378456 -2.513243 -0.431622 -0.0211 0.7095 0.0620 0.26
H -1.892526 -1.780139 -1.029251 0.4676 0.1743 0.6289 0.28
Be 2.092667 1.575618 -0.504068 -0.3713 -0.0479 0.2837 0.42
C -5.481312 -0.294263 1.960204 0.0659 0.0936 -0.1699 -1.32
C -4.441458 -1.291123 2.445000 -0.5328 0.1702 0.3664 0.88
C -5.065512 -2.353420 3.335697 0.1457 -0.1940 0.0144 -1.51
O -3.412602 -0.601810 3.166619 0.4074 -0.0572 -0.2029 -0.49
H -5.940686 0.227748 2.805635 -0.0255 -0.1213 0.0529 0.42
H -5.018015 0.466351 1.328431 -0.0167 -0.0836 -0.0626 0.23
H -6.267028 -0.789195 1.388165 0.0315 0.0404 -0.0110 0.38
H -3.963930 -1.767286 1.586362 0.1210 0.0901 0.0525 0.03
H -5.511201 -1.899750 4.226084 -0.0752 0.0648 -0.0848 0.37
H -4.306503 -3.057417 3.682426 -0.0172 -0.0047 -0.0736 0.37
H -5.839623 -2.908840 2.804180 0.0103 0.0270 0.0253 0.37
H -3.817973 -0.176277 3.927976 -0.1053 -0.0252 0.0323 0.33
O -6.061113 -2.887897 -3.478382 -0.5670 -0.0744 0.4155 -0.47
P -4.619237 -2.610014 -3.021702 1.3621 0.8359 0.2403 0.57
O -3.833208 -3.921282 -3.034497 -0.7223 -0.0495 -0.3075 -0.55
O -4.648827 -2.031338 -1.605187 -0.4423 -0.1064 -0.1863 -0.18
O -3.959431 -1.606897 -3.972783 -0.0109 -0.5376 -1.4747 -0.75
Li -4.136216 -2.350326 -6.090600 0.0281 0.4834 1.6231 0.91
O -8.045631 -0.980388 -2.839645 0.5774 -0.5512 -0.2667 -0.41
H -7.897046 -1.776032 -3.389720 -0.1423 0.1351 0.1225 0.35
Mg 3.478437 -1.198215 3.414069 -0.3848 0.5756 0.1985 0.40
N -3.375143 -6.531373 -3.998466 -0.1290 -0.1586 -0.1066 0.16
C -3.596375 -7.114774 -5.213042 0.0439 0.1600 0.1876 -0.42
C -2.859718 -8.275686 -5.271760 0.0324 -0.1040 -0.0958 -0.49
C -2.174057 -8.396496 -4.041220 0.0683 -0.0740 -0.0186 -0.54
C -2.515548 -7.305191 -3.275426 -0.0946 0.1861 -0.0632 -0.31
H -3.785904 -5.657839 -3.680643 0.2192 0.0119 0.0908 0.33
H -4.256140 -6.657925 -5.932575 -0.0131 -0.0721 0.0026 0.36
H -2.822177 -8.958550 -6.105267 -0.0045 0.0178 0.0281 0.38
H -1.507315 -9.190558 -3.746187 -0.0335 0.0124 -0.0044 0.38
H -2.218768 -7.016084 -2.281201 -0.0170 -0.0183 -0.0189 0.37
C -1.976990 7.046734 0.404125 -0.8616 0.7258 -0.1149 -0.84
C -0.717664 6.266897 0.017505 0.9941 -0.5700 -0.2946 0.92
O -0.640846 5.956456 -1.173636 -0.2358 0.0753 0.2940 -0.65
O 0.066780 6.046970 0.969535 -0.3297 0.1488 0.6032 -0.74
H -2.640501 7.219622 -0.443976 -0.1521 0.0541 0.1807 0.40
H -2.535166 6.470695 1.166684 -0.0512 -0.4524 -0.1074 0.13
H -1.684584 8.024022 0.820142 0.2339 0.0939 -0.1015 0.23
Be -2.246874 7.422509 2.787532 0.3582 -0.1548 -0.3649 0.38
Cl 11.031835 1.086257 0.809020 -0.3003 -0.1299 -0.3492 -0.22
```
Forces are in eV/Å.

Computed properties:
lowest unoccupied orbital energy = -7.66 eV
charge = +1
multiplicity = 1
E = -81544.94907 eV